Entry 1:
The following is a DFT calculation (the ωB97M-V functional and the def2-TZVPD basis) of C16H22InO24S5 as an isolated structure at a distorted geometry.

Structure (XYZ):
```
68
Properties=species:S:1:pos:R:3:forces:R:3:nbo_charge:R:1
In 2.17330 -2.55308 -3.83420 -0.5 0.2 0.1 0.96
C 0.67073 0.06277 0.20303 0.6 -0.9 -2.7 -0.04
C 0.81743 -0.73532 -1.01922 -0.4 -0.9 0.7 0.37
C -0.42507 -1.15260 -1.82044 -0.8 1.6 1.6 0.39
O -0.29039 -1.77929 -2.83843 0.1 -0.7 -0.7 -0.54
C -1.73891 -0.70815 -1.28024 2.8 -1.4 -2.5 -0.06
C -1.82583 -0.01926 -0.07731 -3.2 0.8 0.8 0.37
C -0.61199 0.39259 0.64641 0.3 1.9 2.9 0.30
O -0.65185 1.08076 1.67423 -0.8 -0.7 -0.8 -0.38
O -2.96460 0.27084 0.30643 1.2 0.0 0.4 -0.38
O 1.86248 -1.25216 -1.36178 0.8 0.3 -0.4 -0.55
H 1.53575 0.49294 0.69594 0.1 -0.3 0.2 0.28
H -2.56323 -0.95293 -1.93693 -0.5 0.1 0.4 0.25
C -3.57284 -0.29725 -5.98676 0.3 0.4 -0.4 -0.10
C -2.85358 0.80565 -5.16160 -1.1 -0.3 0.7 -0.10
O -1.45614 0.54368 -5.22677 0.8 -0.6 -0.6 -0.69
S -1.10539 -0.59282 -6.34342 -1.3 0.2 1.2 2.54
O -0.14492 -1.49622 -5.79805 0.0 0.1 0.1 -0.94
O -0.85025 0.01044 -7.60209 -0.5 -0.2 0.3 -0.86
O -2.57249 -1.29253 -6.19873 1.8 0.0 -0.7 -0.67
H -3.93277 0.04037 -6.95860 -0.2 0.1 0.1 0.21
H -4.33490 -0.82493 -5.42054 -0.2 0.3 -0.1 0.22
H -3.21809 0.67602 -4.13860 0.6 0.0 0.2 0.18
H -3.05735 1.84955 -5.38764 0.0 -0.1 -0.6 0.23
C 6.16246 3.57531 3.28109 1.2 1.2 -0.3 -0.10
C 7.05721 2.91642 2.21703 0.5 -1.3 0.7 -0.09
O 6.17736 2.35548 1.24108 -1.5 -0.1 -0.2 -0.68
S 4.60229 2.44394 1.64249 1.6 0.4 0.5 2.52
O 4.01110 1.13669 1.72063 0.4 1.1 0.0 -0.89
O 4.00994 3.43871 0.80041 -0.1 -0.5 0.4 -0.91
O 4.87516 3.02998 3.14557 -1.2 -1.1 -1.3 -0.66
H 6.16758 4.65490 3.10375 -0.4 0.0 0.0 0.19
H 6.48985 3.43213 4.30835 0.0 -0.3 -0.1 0.22
H 7.62441 2.06708 2.60778 -0.2 0.1 0.3 0.20
H 7.80940 3.54318 1.74357 -0.5 0.5 -0.1 0.22
C -3.62928 -3.31614 0.44065 -0.7 0.2 -0.1 -0.10
C -3.54519 -4.22659 1.69434 0.6 2.1 -0.9 -0.10
O -4.85731 -4.62947 2.01892 -1.0 0.2 -0.8 -0.66
S -5.93131 -4.25971 0.83274 -0.5 0.1 -0.4 2.50
O -6.74895 -3.11473 1.10946 1.3 -0.5 0.4 -0.87
O -6.61947 -5.44058 0.42512 1.1 0.5 0.1 -0.86
O -4.76561 -3.82996 -0.23984 -0.9 -0.5 -0.1 -0.68
H -2.76695 -3.36681 -0.22660 0.0 -0.6 0.0 0.18
H -3.77361 -2.24482 0.61404 -0.3 -0.1 0.5 0.19
H -3.21335 -3.54054 2.47178 0.5 -0.8 0.5 0.20
H -2.88064 -5.02799 1.38604 -0.2 -0.5 0.8 0.20
C 0.05127 -2.01036 5.09987 0.5 0.5 -1.5 -0.10
C 0.89476 -1.12453 4.07606 -2.8 -2.3 0.9 -0.09
O 2.16766 -1.14505 4.63894 1.1 0.6 0.2 -0.69
S 2.48162 -2.42319 5.60709 -0.6 -0.3 -0.9 2.51
O 2.73549 -1.95262 6.92876 -0.5 -0.2 -0.8 -0.86
O 3.39778 -3.32110 4.97315 -0.8 0.7 0.4 -0.87
O 0.97788 -3.02436 5.38583 2.0 -0.4 1.7 -0.68
H -0.70981 -2.64823 4.64345 -0.6 1.0 0.0 0.21
H -0.27007 -1.37016 5.92479 0.0 -0.6 0.3 0.20
H 0.34656 -0.19012 3.99223 1.0 0.6 0.0 0.22
H 0.80732 -1.71851 3.16017 0.7 0.4 -0.4 0.16
C 0.96358 2.79525 -1.83453 1.3 0.8 -0.3 -0.11
C 1.08057 4.03136 -0.94031 -0.5 -0.4 0.7 -0.09
O -0.20062 4.66259 -0.97959 -0.9 -0.3 -0.9 -0.67
S -1.34619 3.70392 -1.57686 -0.4 0.7 0.9 2.51
O -1.81919 4.26247 -2.80135 0.5 -0.7 0.4 -0.87
O -2.26705 3.36649 -0.53444 0.7 -0.1 -0.8 -0.88
O -0.39168 2.38590 -1.82388 -0.5 0.5 0.4 -0.71
H 1.64277 2.05627 -1.40587 -0.3 -0.4 -0.2 0.20
H 1.27181 3.01977 -2.85769 -0.1 -0.1 0.0 0.20
H 1.83834 4.74350 -1.25337 0.0 -0.1 0.0 0.23
H 1.20299 3.73520 0.10448 0.4 0.1 -0.1 0.20
```
Positions in Å, forces in eV/Å.

Calculated values
- Kohn-Sham gap (eV) = 4.929
- total charge = +1



Entry 2:
The following is a DFT calculation (the ωB97M-V functional and the def2-TZVPD basis) of the molecule C8H5NO2S at a distorted geometry.

Structure (XYZ):
```
17
Properties=species:S:1:pos:R:3:forces:R:3:nbo_charge:R:1
O -4.06929 -1.30315 0.58217 0.1 -1.1 0.3 -0.84
S -3.34059 -0.62194 -0.44203 -2.0 1.3 0.9 1.87
O -4.11462 -0.26411 -1.60538 1.1 -0.1 -0.1 -0.83
C -2.48227 0.70975 0.35782 -1.7 -0.8 -1.3 -0.13
C -1.21014 0.67582 0.52071 -1.2 4.8 0.4 -0.23
C -0.18721 1.70593 0.69761 -0.6 0.8 1.1 -0.13
N 0.83888 0.83700 0.64293 -2.3 0.7 1.5 -0.22
C 2.15296 0.70187 0.85183 1.4 0.1 -0.2 -0.10
C 2.64229 -0.25577 -0.06356 -1.4 -2.2 -1.0 -0.18
C 1.67912 -1.11620 -0.75531 2.2 1.2 -0.3 -0.29
C 0.26717 -1.06122 -0.57198 1.4 0.0 0.4 -0.18
C -0.15271 -0.11329 0.30971 5.7 -6.8 -2.9 0.12
H -0.22117 2.68045 0.98144 0.1 2.5 1.1 0.20
H 2.71404 1.35806 1.60726 -1.0 -0.9 -1.7 0.24
H 3.69601 -0.45869 -0.33034 -0.7 0.4 0.7 0.23
H 2.07060 -1.73118 -1.59112 -0.2 0.3 0.9 0.22
H -0.28310 -1.74333 -1.19174 -0.7 -0.1 0.3 0.23
```
Positions in Å, forces in eV/Å.

Calculated values
- Kohn-Sham gap (alpha / beta) (eV) = 5.039 / 4.993
- SMILES = O=S(=O)=C=C1[C@H]2N3C=CC=C[C@]123